C6H10O | ωB97M-V with the def2-TZVPD basis set

XYZ file:
```
17
Properties=species:S:1:pos:R:3:forces:R:3:mulliken_charge:R:1
O 2.521008 -1.181223 0.355361 -0.2207 0.2460 -0.5158 -0.4347
H -2.074388 1.047414 -1.132015 0.0817 -0.0036 0.1302 0.2569
H -2.641001 -1.065454 -0.015525 0.1289 0.0971 0.0453 0.3115
H 2.398037 1.800057 1.638750 0.0263 -0.0133 0.0485 0.1134
H 0.422461 1.997212 -0.391486 -0.0205 -0.2110 -0.0159 0.4493
C -1.563429 0.869130 -0.173594 -0.0223 0.0105 0.0044 -0.5705
C -0.469874 -1.291520 -0.353350 -0.0325 -0.1087 0.0284 -0.5516
H 2.561109 -0.087315 -1.337682 0.0220 0.1044 0.1623 0.3151
C -1.691563 -0.602231 0.269457 -0.0871 -0.0185 0.0247 -0.6614
C 0.535276 -0.163488 -0.410692 -0.1252 0.0997 0.0198 0.4412
C -0.066455 1.026630 -0.343447 0.1360 -0.1371 -0.0472 -0.3734
H -0.101813 -2.153538 0.209920 -0.0915 0.1247 -0.0347 0.3324
H 2.480625 1.064204 1.699411 0.0156 0.0954 0.0442 -0.1017
H -1.990677 1.569742 0.552377 0.0900 -0.0952 -0.1226 0.3259
H -0.679345 -1.626332 -1.380513 0.0062 -0.0286 0.1612 0.2626
C 1.985007 -0.480202 -0.476145 0.1549 -0.1616 0.2257 -0.3862
H -1.596886 -0.651134 1.360854 -0.0617 -0.0003 -0.1585 0.2711
```
Positions in Å, forces in eV/Å.

## Properties
Energy above the lowest of the compared OMol25 structures with the same formula, charge and spin   32.3 kcal/mol
Frontier orbital gap   10.2 eV
Total energy   -309.79086 a.u.
LUMO level   0.73 eV

=====

C5H10O4P | ωB97M-V with the def2-TZVPD basis set

XYZ file:
```
20
Properties=species:S:1:pos:R:3:forces:R:3:mulliken_charge:R:1
H -0.522998 0.138774 1.774861 -0.6052 1.5321 2.8739 0.3654
H 1.755435 -0.787967 1.803203 -1.7034 0.7238 -2.1501 0.3135
H -3.690737 0.408609 1.096322 0.1214 0.7376 0.0368 0.4095
H 2.860926 1.052475 -0.066216 0.8381 -1.0944 0.6138 0.2698
H 0.911975 2.637096 -0.784829 0.8933 -1.7662 0.2853 0.3388
C 1.006767 1.540451 -0.433917 6.6997 6.3183 -6.1727 -0.4325
H -3.456460 -1.446855 -1.352775 -0.1882 -0.4688 -0.3056 0.3499
O -3.469102 -0.903890 -0.559806 0.2741 0.7505 -1.1496 -0.4681
C 1.638634 -0.740223 -0.500742 0.6344 -2.5972 -0.6206 -0.6132
O -1.211787 -0.645442 0.265843 -2.8331 -0.3815 -3.9163 -0.1503
C 2.105545 0.637647 -0.729138 1.4995 2.1446 -2.0479 -0.2499
C -0.166654 -0.034256 0.833466 0.8546 2.0913 0.7734 0.3031
P -2.401512 0.295010 -0.523486 0.8784 -2.6366 3.3019 0.7434
C 1.007451 -0.866231 0.872200 2.8610 -2.0671 0.8999 -0.5740
H 2.483341 -1.430431 -0.526725 -0.0232 -0.0496 -0.2504 0.3368
O -3.035132 1.037772 0.709687 -0.3072 0.4728 -0.2085 -0.4030
O -0.009922 1.274156 0.146192 -9.4984 -4.1614 5.7213 -0.4239
H 2.628541 0.906168 -1.743582 -1.3824 -0.8646 1.3729 0.3089
H 0.682783 -1.910146 0.990909 -0.2090 0.2716 -0.0189 0.3403
H 0.882897 -1.162708 -1.271462 1.1955 1.0448 0.9613 0.2356
```
Positions in Å, forces in eV/Å.

## Properties
Frontier orbital gap (alpha / beta)   6.0 / 5.3 eV
Total charge   +1
Multiplicity   3
Total energy   -838.41121 a.u.
LUMO level (alpha / beta)   -3.54 / -9.17 eV
Expectation value of S²   2.009

=====

C22H22Cl6N4 | ωB97M-V with the def2-TZVPD basis set

XYZ file:
```
54
Properties=species:S:1:pos:R:3:forces:R:3:mulliken_charge:R:1
Cl -1.039013 0.027914 1.802660 -0.0256 0.0013 -0.0494 -0.1434
Cl 1.390570 1.608929 1.911860 0.0326 -0.0061 0.0300 -0.1197
H 5.808918 -2.116718 0.477267 -0.0009 -0.0498 0.0314 0.3913
H -5.901500 2.308617 7.295085 0.0160 0.1095 -0.0824 0.3434
C 3.258990 1.452380 -2.871184 0.1079 -0.1339 0.1337 -0.4802
C 3.892546 -1.416147 -0.198337 -0.0206 0.0308 -0.3140 -0.2854
C 3.794379 1.527391 -5.201951 -0.1765 -0.3366 -0.1506 -0.3826
C -0.676599 -2.521348 -3.454929 0.2497 0.1781 0.1585 -0.3314
H -0.590434 -1.856989 -4.308195 0.1079 -0.1073 -0.0472 0.3712
H 2.479611 0.324080 -6.421046 0.0414 0.0155 -0.0171 0.3750
N -0.716492 -3.826129 -3.694385 -0.2013 -0.0495 -0.1945 -0.5892
H 4.761215 -3.857592 1.971453 0.1927 0.0123 -0.1765 0.3604
H -1.029851 -2.438572 -0.100831 0.0939 -0.0280 0.0296 0.5888
C 4.061000 1.917383 -3.902902 0.0531 0.3412 -0.1196 -0.3594
H -0.670227 -0.910059 -2.034250 -0.0670 -0.0042 -0.0328 0.3324
C 2.740055 0.645846 -5.418819 0.0675 -0.0621 0.2035 -0.3127
H 4.862933 2.616923 -3.700934 -0.0072 -0.0244 0.0382 0.3688
H -3.694776 5.005962 0.243477 -0.1059 -0.0288 -0.0313 0.3276
Cl -3.552920 2.690355 0.600964 -0.0214 0.0541 0.0451 -0.0806
N -5.307321 0.770080 6.099275 0.2753 -0.1910 -0.1738 -0.5355
C -4.372956 2.978708 5.925382 -0.1790 -0.2527 -0.0392 -0.3952
N 2.856558 -3.304788 1.535070 -0.2233 -0.1104 0.2709 -0.5505
C 4.734859 -2.225531 0.548189 0.2310 0.0802 -0.2939 -0.4213
C -3.164233 4.198155 -0.241510 0.1257 -0.1184 0.1623 0.0088
C 4.168816 -3.185459 1.360404 -0.1350 -0.0785 0.3796 -0.3636
C -0.907890 -2.833342 -1.101194 -0.0248 0.1614 -0.1383 -0.2268
C 2.060762 -2.490244 0.859848 -0.0676 0.4128 -0.0536 -0.4042
H -0.770595 2.334116 1.402153 -0.1009 -0.0821 0.1337 0.0957
C -4.485319 0.380695 5.118799 -0.5381 0.0686 0.0297 -0.3226
C -3.620800 1.243106 4.475080 0.4032 0.0574 -0.1359 0.1178
H -0.950821 -5.694287 -2.886903 0.0987 -0.0258 0.0703 0.3483
H -2.989171 0.910396 3.661835 -0.0705 -0.1351 0.0361 0.1716
H -1.143044 -4.889305 -0.539539 0.0519 -0.0413 -0.0550 0.3624
C -5.236497 2.038160 6.479632 -0.0218 0.1480 0.3346 -0.1978
Cl -0.066766 1.385530 -0.581870 0.0284 -0.0983 -0.1032 -0.0419
C -3.550769 2.560818 4.894539 -0.1612 0.2833 -0.0667 -0.2791
H -4.381854 4.000489 6.276996 0.0500 0.0089 0.0228 0.3654
H 4.373380 1.861552 -6.052004 0.0806 0.1377 0.1123 0.3741
Cl -1.437397 4.553954 -0.083197 -0.0204 0.1373 -0.0471 -0.1167
H 1.573859 0.071909 -2.498277 0.3641 0.2485 0.5485 0.1552
C -0.199533 1.444231 1.172668 0.1266 0.1147 -0.0283 0.2053
C 2.524298 -1.569181 -0.074063 0.0358 0.0589 0.3711 0.5351
H -4.587643 -0.652227 4.806719 0.1272 -0.0271 0.0202 0.3606
C -0.977883 -4.191692 -1.351041 -0.1565 -0.1406 0.5086 -0.4765
H 1.836414 -0.939612 -0.621375 -0.0315 -0.0567 0.0407 0.1092
H -2.901188 3.266426 4.390747 0.0813 -0.0498 0.0500 0.3740
Cl -3.651192 4.109863 -1.921193 0.0038 0.0504 -0.0797 -0.1103
H 3.414750 1.805858 -1.860556 -0.0491 -0.1344 0.0667 0.4263
H 1.011246 -2.493675 1.136972 -0.0213 -0.3007 -0.2214 0.3896
C -0.729250 -1.980616 -2.175849 -0.1612 0.0646 -0.0173 -0.1188
H 4.290189 -0.674976 -0.881966 0.0597 -0.0262 0.0357 0.3519
C -0.872112 -4.638935 -2.650825 -0.0010 -0.0065 -0.3323 -0.2582
N 2.004609 0.136490 -4.435412 0.2026 0.1806 -0.0279 -0.3690
C 2.276089 0.531111 -3.182535 -0.7190 -0.2498 -0.8350 0.0625
```
Positions in Å, forces in eV/Å.

## Properties
Energy above the lowest of the compared OMol25 structures with the same formula, charge and spin   0.0 kcal/mol
Frontier orbital gap   9.7 eV
Total energy   -3831.65947 a.u.
LUMO level   0.25 eV